Record 1
# C4H8O2

A cluster of 4 separate species, C4H8O2 in total in a non-equilibrium geometry (wB97M-V/def2-TZVPD, OMol25).

Cartesian coordinates (Å):
C: 1.76664 0.07106 -0.65022
C: 0.36659 0.58052 -0.40829
C: -0.23951 0.45666 0.82057
O: -1.28280 1.30248 1.11689
C: -1.39434 -1.28375 0.45667
O: -2.48450 -1.36005 0.82396
H: 1.96359 -0.04981 -1.72045
H: 1.92457 -0.90278 -0.17113
H: 2.51276 0.76499 -0.25006
H: -0.35008 -0.50038 -1.21920
H: -0.00275 1.39318 -1.02940
H: 0.32716 0.07917 1.67031
H: -1.85830 0.89970 1.78199
H: -0.79641 -1.22913 -1.10042

## Properties
HOMO-LUMO gap = 9.42 eV
Total energy = -307.54901 a.u.

=====

Record 2
# C6H8

The molecule C6H8 in a non-equilibrium geometry (wB97M-V/def2-TZVPD, OMol25).

Cartesian coordinates (Å):
C: -1.72374 0.54801 0.05886
C: -0.43729 0.54833 -0.78369
C: 0.98519 0.74522 -0.25020
C: 1.26639 -0.68497 0.30883
C: -0.07609 -1.21322 0.70687
C: -0.97446 -0.69478 -0.15349
H: -1.66524 0.90806 1.08261
H: -2.64645 0.76378 -0.46561
H: -0.59819 0.77008 -1.83982
H: 1.07751 1.59087 0.46140
H: 1.68843 0.97953 -1.05634
H: 2.16545 -0.81609 0.91751
H: -0.19517 -1.99014 1.45113
H: 1.18631 -1.48154 -0.46443

## Properties
HOMO-LUMO gap = 8.69 eV
Total energy = -233.27152 a.u.
SMILES string = C1=C2C[C@H]2CC1

=====

Record 3
# C2H3NOS

The molecule C2H3NOS in a non-equilibrium geometry (wB97M-V/def2-TZVPD, OMol25).

Cartesian coordinates (Å):
C: -1.59888 -0.01691 0.15912
C: 0.04565 -0.51710 -0.26851
N: -0.61348 0.80190 -0.25149
O: -4.08704 0.62669 -0.14119
S: -3.18456 -0.54549 0.09366
H: 0.56950 -0.85742 0.47815
H: -0.06888 -1.00025 -1.24758
H: -0.37178 1.84838 -0.14370

## Properties
HOMO-LUMO gap = 8.48 eV
Total energy = -606.02761 a.u.

=====

Number 3 is which compound?
C2H3NOS

=====

HOMO-LUMO gap of number 3 (C2H3NOS)?
8.48 eV

=====

Which value of HOMO-LUMO gap does entry 3 give?
8.48 eV

=====

Number 2 is which compound?
C6H8